[1]
{"formula": "C7H14Cl2GaO", "method": "ωB97M-V with the def2-TZVPD basis set", "homo_energy_ev": -2.0, "e_lumo_ev": 3.239, "e_above_lowest_kj_mol": 103.3, "total_energy_ha": -3195.5828, "charge": -1, "species": ["Ga", "Cl", "Cl", "O", "C", "C", "C", "C", "C", "C", "C", "H", "H", "H", "H", "H", "H", "H", "H", "H", "H", "H", "H", "H", "H"], "xyz": [[0.0392, -0.2086, 2.1602], [1.9119, -1.1839, 1.7455], [0.0663, 0.6758, 4.2075], [-1.1377, 2.5023, 1.8938], [0.7747, 1.0289, -0.5992], [1.3259, -1.0199, -1.9569], [-1.7944, -0.6488, 1.7937], [-0.5292, 0.7477, -0.7385], [-1.0359, -0.5263, -1.3303], [1.8712, 0.1645, -1.1480], [0.0516, -1.6069, -1.3636], [-1.9027, -0.8940, -0.7805], [-1.3651, -0.3386, -2.3673], [-1.3122, 1.4278, -0.3779], [2.5016, -0.2415, -0.3378], [-0.2951, -2.4472, -1.9761], [1.1111, 1.9083, -0.0366], [-2.3015, -0.6534, 2.7860], [2.0874, -1.8010, -2.0513], [1.1005, -0.6415, -2.9598], [-1.1110, 2.3522, 2.8523], [0.2397, -1.9846, -0.3500], [2.5511, 0.7625, -1.7721], [-2.4704, -0.4687, 0.9439], [-0.3771, 3.0948, 1.7628]]}


[2]
{"formula": "C7H14ClNO", "method": "ωB97M-V with the def2-TZVPD basis set", "homo_energy_ev": [-7.9, -7.9], "e_lumo_ev": [-0.015, -0.017], "e_above_lowest_kj_mol": 430.6, "total_energy_ha": -865.0764, "species": ["Cl", "O", "N", "C", "C", "C", "C", "C", "C", "C", "H", "H", "H", "H", "H", "H", "H", "H", "H", "H", "H", "H", "H", "H"], "xyz": [[1.3330, -2.3594, -0.0476], [2.5253, -0.0585, 1.2839], [0.9187, -0.9423, -0.9038], [3.8714, 0.1301, -0.8792], [-1.5790, -1.2513, -0.5673], [3.2868, 1.5223, -0.5407], [2.7762, 0.2582, 0.0536], [-0.2809, -0.4201, -0.3174], [-2.6154, -0.9919, 0.5752], [-2.9225, 0.5410, 0.6514], [-2.1603, -1.3303, 1.4166], [4.8932, -0.2422, -0.5154], [-2.1557, 1.2257, 0.6934], [-3.5774, 0.7190, -0.2232], [2.1613, -1.0862, 1.2244], [-1.9999, -1.0675, -1.5498], [3.6694, -0.3083, -1.7518], [-3.5614, 0.7239, 1.4837], [-0.2954, 0.7744, -0.5038], [-3.5039, -1.5485, 0.3066], [-1.3617, -2.3523, -0.5557], [-0.0768, -0.3419, 0.7354], [2.6094, 1.9599, -1.2768], [3.6512, 2.3494, 0.1243]]}


[3]
{"formula": "C7H14ClNO5", "method": "ωB97M-V with the def2-TZVPD basis set", "smiles": "N[C@]1(Cl)OC[C@H](CO)[C@@H](O)[C@@H](O)[C@H]1O", "homo_energy_ev": -8.9, "e_lumo_ev": 0.659, "e_above_lowest_kj_mol": 0.0, "total_energy_ha": -1166.1696, "species": ["Cl", "O", "O", "O", "O", "O", "N", "C", "C", "C", "C", "C", "C", "C", "H", "H", "H", "H", "H", "H", "H", "H", "H", "H", "H", "H", "H", "H"], "xyz": [[-3.2896, -0.2959, -0.8408], [-1.0213, -1.3391, -0.7133], [1.8522, 2.0314, -0.5537], [-0.8198, 1.9423, -1.0563], [-2.6520, 1.3619, 1.2447], [2.9694, -1.2980, 0.3936], [-2.2885, -1.8142, 1.1635], [-1.4430, 0.7273, 0.9708], [-0.4445, 1.5901, 0.2570], [1.0111, 1.0807, 0.0730], [0.3694, -1.5997, -0.3482], [-1.9130, -0.8760, 0.1589], [2.6436, -0.5587, -0.7820], [1.0831, -0.2479, -0.7519], [0.5226, -1.8632, 0.6955], [-3.1127, 1.5095, 0.4649], [-1.0109, 0.4444, 1.8316], [3.8070, -1.7103, 0.3522], [0.9564, -0.1095, -1.7811], [-0.4509, 2.5944, 0.7056], [-2.9337, -1.4285, 1.8746], [2.8090, -1.2267, -1.6674], [-1.7040, 2.1406, -1.1017], [1.3609, 2.2598, -1.3032], [0.5392, -2.3563, -1.0722], [1.5193, 0.8475, 1.0831], [3.1947, 0.4366, -0.8395], [-1.5540, -2.2423, 1.5421]]}


[4]
{"formula": "C7H14ClOP", "method": "ωB97M-V with the def2-TZVPD basis set", "smiles": "CC1(C)O[C@H](Cl)PC1(C)C", "homo_energy_ev": -9.3, "e_lumo_ev": 0.727, "e_above_lowest_kj_mol": 186.8, "total_energy_ha": -1151.8397, "species": ["Cl", "P", "O", "C", "C", "C", "C", "C", "C", "C", "H", "H", "H", "H", "H", "H", "H", "H", "H", "H", "H", "H", "H", "H"], "xyz": [[3.5715, -0.4385, 0.2036], [1.2962, 1.7912, 0.1321], [1.3049, -0.7321, -1.0516], [0.1297, -0.7530, -0.1309], [-1.3197, 0.9139, 1.0879], [-0.9722, -1.6391, -0.6966], [2.1798, 0.1978, -0.7723], [-0.3068, 0.7334, -0.0173], [0.6140, -1.2934, 1.2796], [-0.8469, 1.3562, -1.3012], [0.9718, -2.2861, 1.3030], [-1.8525, 0.8869, -1.4624], [2.5555, 0.5384, -1.6658], [-1.0333, 2.3910, -1.2092], [-0.2482, -1.2951, 1.9016], [-1.1546, -1.3776, -1.8192], [1.3085, -0.5730, 1.6515], [-1.6261, 1.9125, 1.2680], [1.5160, 1.4966, 1.5279], [-1.0857, 0.5391, 2.1128], [-1.9394, -1.4235, -0.2244], [-2.1453, 0.4748, 0.6566], [-0.0460, 1.3832, -2.1721], [-0.8715, -2.8036, -0.6015]]}


[5]
{"formula": "C7H14CrO3S3", "method": "ωB97M-V with the def2-TZVPD basis set", "homo_energy_ev": [-11.5, -11.5], "multiplicity": 4, "e_lumo_ev": [-5.067, -3.673], "e_above_lowest_kj_mol": 13.4, "total_energy_ha": -2739.5873, "charge": 1, "species": ["Cr", "S", "S", "S", "O", "O", "O", "C", "C", "C", "C", "C", "C", "C", "H", "H", "H", "H", "H", "H", "H", "H", "H", "H", "H", "H", "H", "H"], "xyz": [[0.0049, -0.8356, -0.3564], [-0.4872, -3.0017, -0.9610], [-1.8832, -4.5775, 1.1149], [-0.3781, -1.8807, 1.5654], [2.1768, -0.4230, -0.6167], [0.2732, 1.2934, -0.1636], [-2.0569, 0.1701, -0.3128], [3.0430, -1.4573, -0.0923], [-2.0910, 1.4725, 0.0866], [-0.8071, 2.1563, -0.3929], [1.5412, 1.8752, -0.3201], [2.6142, 0.8012, -0.0511], [-0.9696, -3.3021, 0.6841], [-3.1086, -0.6490, 0.0551], [-4.0041, -0.2577, -0.4677], [3.4910, 1.1546, -0.5261], [-3.0103, 1.9650, -0.2281], [-2.1635, 1.5803, 1.2235], [-2.8203, -1.6210, -0.2270], [-0.6919, 3.1177, 0.1052], [2.6936, -2.3853, -0.5112], [1.5700, 2.3368, -1.2793], [4.0701, -1.2287, -0.4019], [2.6892, 0.7069, 1.0673], [2.9300, -1.4724, 0.9859], [1.5551, 2.7099, 0.3956], [-0.8180, 2.3800, -1.4916], [-3.3623, -0.6280, 1.1164]]}


[6]
{"formula": "C7H14F3O7PS2", "method": "ωB97M-V with the def2-TZVPD basis set", "homo_energy_ev": 0.5, "e_lumo_ev": 4.422, "e_above_lowest_kj_mol": 0.0, "total_energy_ha": -2239.1146, "charge": -2, "species": ["S", "S", "P", "F", "F", "F", "O", "O", "O", "O", "O", "O", "O", "C", "C", "C", "C", "C", "C", "C", "H", "H", "H", "H", "H", "H", "H", "H", "H", "H", "H", "H", "H", "H"], "xyz": [[-0.5244, -3.6104, 1.2644], [-0.7573, 0.2697, 3.9627], [0.3900, 1.2112, -0.7435], [3.2594, 2.6432, -0.4683], [3.5302, 0.8406, -1.6306], [4.4350, 2.6783, -2.2478], [-1.0121, 0.2464, 2.4776], [-1.9361, -0.3379, 4.6464], [-0.0582, -3.0475, 2.4696], [-0.9471, -4.9718, 1.3235], [-0.5926, 1.6850, 4.3986], [0.4728, -0.5023, 4.2652], [0.6706, -3.5085, 0.1912], [3.3085, 2.1473, -1.6801], [-1.4519, 1.0674, -0.8307], [-2.0416, -0.2912, -0.4322], [-1.0339, -1.3684, -0.1098], [-1.7511, -2.5613, 0.5422], [0.7869, 2.6849, -1.8289], [2.1223, 2.4896, -2.5612], [-0.2947, -1.0385, 0.6044], [2.3877, 3.3459, -3.1617], [-2.7178, -0.1942, 0.4014], [0.8718, 3.5495, -1.1866], [-0.5954, -1.7545, -1.0287], [-1.7508, 1.3601, -1.8379], [1.9840, 1.6368, -3.2117], [-1.8522, 1.8274, -0.1758], [-2.6304, -0.6453, -1.2841], [0.9162, 0.1030, -1.4528], [-2.3765, -3.0916, -0.1645], [0.0271, 2.8552, -2.5887], [-2.3244, -2.1691, 1.3760], [1.4862, -3.5491, 0.7026]]}